Formula: C16H21N3O
Source: OMol25
Level of theory: wB97M-V/def2-TZVPD

```
41
Properties=species:S:1:pos:R:3:mulliken_charge:R:1
C 0.924 -3.765 0.059 -1.587
C 0.101 -3.165 -1.109 0.170
C 1.033 -2.589 -2.205 -1.522
C -0.903 -2.098 -0.628 0.936
C -0.384 -0.795 -0.046 -0.960
C -1.257 0.247 -0.678 -0.012
N -1.036 1.509 -0.611 -1.023
N -0.111 1.909 0.274 0.353
C 0.556 3.158 0.316 0.019
O 0.252 4.070 -0.422 -0.582
C 1.577 3.429 1.323 0.816
C 1.597 2.670 2.489 -0.291
C 2.578 2.885 3.468 -0.397
N 3.481 3.850 3.365 -0.606
C 3.466 4.625 2.249 -0.338
C 2.534 4.418 1.218 -0.304
C -2.300 -0.280 -1.613 0.711
C -3.650 0.126 -1.139 -1.565
C -2.084 -1.767 -1.535 -0.537
C -2.277 -2.497 -0.225 -1.214
H 1.585 -3.044 0.527 0.327
H 1.531 -4.603 -0.314 0.428
H 0.313 -4.183 0.886 0.359
H -0.472 -4.000 -1.526 0.539
H 1.220 -3.360 -2.937 0.413
H 0.603 -1.754 -2.736 0.372
H 1.981 -2.249 -1.796 0.368
H 0.642 -0.735 -0.357 0.648
H -0.417 -0.799 1.054 0.310
H 0.332 1.234 0.875 0.242
H 0.859 1.871 2.662 0.410
H 2.585 2.260 4.385 0.327
H 4.191 5.390 2.163 0.402
H 2.611 5.088 0.387 0.427
H -2.119 0.037 -2.624 0.477
H -3.703 0.101 -0.040 0.327
H -4.419 -0.541 -1.522 0.386
H -3.910 1.165 -1.479 0.360
H -2.189 -2.312 -2.527 0.279
H -2.716 -1.960 0.614 0.204
H -2.606 -3.547 -0.246 0.330
```

Output
Energy above the lowest of the compared OMol25 structures with the same formula, charge and spin ... 67.58 kcal per mole
SMILES ... CC(C)[C@@]12C/C(=N\NC(=O)c3ccncc3)[C@H](C)[C@@H]1C2
Total charge ... 0
Calculated total energy ... -861.728452 hartree
E_LUMO ... 0.05 eV